Record 1
ORCA calculation (wB97M-V/def2-TZVPD) on a cluster of 10 separate species, C52H107NO10S4 in total at a distorted geometry.

Cartesian coordinates (Å):
O 0.34 -0.27 2.87
N -0.61 -0.30 2.10
O -1.69 -0.74 2.32
C -0.30 0.11 0.77
C 0.82 0.88 0.55
C 1.21 1.15 -0.74
C 0.42 0.78 -1.82
C -0.75 0.07 -1.61
C -1.08 -0.27 -0.31
H 1.43 1.26 1.37
H 2.14 1.68 -0.91
H 0.67 1.12 -2.82
H -1.38 -0.35 -2.38
H -1.93 -0.94 -0.14
O 0.07 1.21 -5.65
S 1.29 1.95 -5.60
O 1.98 2.22 -4.37
C 2.46 1.30 -6.82
C 2.61 2.34 -7.87
C 1.28 3.14 -7.89
C 1.01 3.51 -6.46
H 2.00 0.36 -7.14
H 3.33 1.03 -6.21
H 3.48 2.98 -7.68
H 2.76 1.93 -8.87
H 0.53 2.47 -8.33
H 1.38 3.94 -8.63
H 0.03 3.92 -6.21
H 1.74 4.25 -6.13
O 8.64 -1.01 -0.23
S 7.44 -1.03 0.57
O 7.38 -1.81 1.77
C 6.89 0.64 0.97
C 5.39 0.51 0.94
C 5.07 -0.24 -0.38
C 6.02 -1.43 -0.49
H 7.30 1.26 0.17
H 7.34 0.88 1.92
H 5.02 -0.08 1.77
H 4.93 1.50 0.94
H 5.27 0.44 -1.21
H 4.00 -0.48 -0.37
H 6.43 -1.54 -1.49
H 5.64 -2.40 -0.17
O 5.58 2.23 3.09
S 4.67 2.66 4.12
O 4.80 3.97 4.68
C 2.97 2.40 3.57
C 2.35 1.45 4.61
C 3.21 1.44 5.90
C 4.65 1.39 5.40
H 3.20 1.91 2.62
H 2.45 3.34 3.46
H 1.34 1.77 4.85
H 2.26 0.44 4.20
H 2.95 0.51 6.41
H 3.07 2.35 6.49
H 4.79 0.42 4.93
H 5.46 1.67 6.07
O 4.20 -1.26 -3.15
S 3.39 -2.40 -3.50
O 4.00 -3.68 -3.74
C 2.14 -2.61 -2.23
C 0.84 -2.83 -2.96
C 0.87 -2.00 -4.25
C 2.25 -2.01 -4.85
H 2.09 -1.63 -1.74
H 2.53 -3.33 -1.52
H 0.68 -3.89 -3.19
H -0.01 -2.51 -2.37
H 0.54 -0.99 -4.01
H 0.11 -2.43 -4.89
H 2.51 -1.06 -5.30
H 2.39 -2.77 -5.61
C -3.04 7.00 2.73
C -4.27 6.32 3.28
C -4.82 5.26 2.33
C -3.94 4.07 2.13
C -3.83 3.18 3.35
C -3.06 1.90 3.17
H -3.29 7.47 1.77
H -2.24 6.30 2.51
H -2.70 7.79 3.40
H -4.03 5.84 4.24
H -5.10 6.98 3.52
H -4.91 5.78 1.36
H -5.85 5.04 2.61
H -4.26 3.43 1.29
H -2.92 4.36 1.84
H -3.42 3.72 4.23
H -4.82 2.95 3.80
H -3.47 1.25 2.40
H -2.03 2.14 2.83
H -2.83 1.38 4.10
C -4.55 -3.06 -4.96
C -3.36 -3.49 -4.09
C -3.74 -3.71 -2.62
C -4.16 -2.43 -1.90
C -4.46 -2.65 -0.40
C -5.04 -1.42 0.27
H -5.39 -3.69 -4.65
H -4.34 -3.26 -6.01
H -4.79 -2.01 -4.86
H -2.95 -4.40 -4.53
H -2.58 -2.72 -4.11
H -2.87 -4.13 -2.09
H -4.55 -4.44 -2.53
H -3.41 -1.64 -1.99
H -5.04 -2.02 -2.41
H -5.16 -3.48 -0.27
H -3.50 -2.92 0.05
H -5.88 -0.98 -0.27
H -5.46 -1.70 1.25
H -4.29 -0.67 0.54
C -0.91 4.15 -0.68
C -1.30 4.84 -1.98
C -0.12 5.01 -2.92
C 0.92 6.04 -2.52
C 2.08 6.01 -3.53
C 3.14 7.11 -3.26
H -0.54 3.13 -0.86
H -1.80 4.03 -0.07
H -0.12 4.67 -0.14
H -2.06 4.25 -2.49
H -1.79 5.77 -1.68
H -0.50 5.24 -3.92
H 0.40 4.04 -2.97
H 0.45 7.03 -2.58
H 1.34 5.82 -1.54
H 2.57 5.04 -3.56
H 1.64 6.25 -4.51
H 3.50 7.05 -2.22
H 4.03 6.93 -3.87
H 2.75 8.10 -3.47
C 0.86 -4.33 5.33
C -0.36 -4.54 6.18
C -1.61 -3.86 5.63
C -1.54 -2.35 5.57
C -1.40 -1.65 6.92
C -1.53 -0.15 6.84
H 0.69 -4.65 4.29
H 1.75 -4.83 5.71
H 1.21 -3.29 5.30
H -0.52 -5.62 6.31
H -0.13 -4.19 7.20
H -2.46 -4.13 6.27
H -1.79 -4.26 4.62
H -0.77 -2.00 4.87
H -2.47 -1.95 5.14
H -2.07 -2.09 7.67
H -0.42 -1.95 7.33
H -2.35 0.16 6.20
H -1.75 0.26 7.84
H -0.60 0.35 6.57
C -0.82 -3.61 1.48
C -0.65 -5.05 0.98
C -1.92 -5.75 0.50
C -1.54 -7.02 -0.24
C -2.69 -7.85 -0.81
C -3.27 -7.44 -2.17
H -1.07 -2.94 0.65
H 0.13 -3.27 1.91
H -1.58 -3.47 2.26
H 0.03 -4.99 0.12
H -0.23 -5.62 1.81
H -2.53 -5.05 -0.08
H -2.51 -6.01 1.39
H -0.85 -6.69 -1.03
H -0.93 -7.59 0.46
H -2.33 -8.89 -0.88
H -3.49 -7.94 -0.06
H -2.45 -7.03 -2.80
H -3.61 -8.33 -2.71
H -4.02 -6.65 -2.28

Values from the calculation:
Maximum force   0.037 Eh/bohr
Charge   0
HOMO energy   -9.7 eV
Kohn-Sham gap   8.9 eV
E_LUMO   -0.8 eV
SMILES string   O=[N+]([O-])c1ccccc1.O=S1(=O)CCCC1.O=S1(=O)CCCC1.O=S1(=O)CCCC1.O=S1(=O)CCCC1.CCCCCC.CCCCCC.CCCCCC.CCCCCC.CCCCCC
DFT total energy   -120961.970 eV


Record 2
ORCA calculation (wB97M-V/def2-TZVPD) on a structure of composition C20H28AgN2O3S6 at a distorted geometry.

Cartesian coordinates (Å):
Ag 0.06 -0.21 -1.27
O 5.99 -3.76 -1.64
C 4.94 -3.15 -1.56
S 3.59 -3.33 -2.68
C 2.49 -2.13 -1.97
C 2.95 -1.49 -0.87
S 2.22 -0.25 0.10
S 4.56 -1.98 -0.31
S 1.01 -1.96 -2.85
C -0.38 -4.02 4.23
C 0.91 -3.33 3.79
C 0.75 -2.64 2.43
N 0.07 -1.37 2.59
C -0.93 -0.94 1.83
S -1.55 -1.79 0.53
N -1.54 0.28 2.13
C -1.38 1.25 3.10
O -1.86 2.35 2.91
C -0.70 0.93 4.38
C -1.03 -0.20 5.13
C -0.44 -0.40 6.37
C 0.49 0.51 6.86
C 0.80 1.65 6.12
C 0.20 1.86 4.90
H -0.23 -4.58 5.16
H -0.72 -4.72 3.46
H -1.17 -3.29 4.39
H 1.71 -4.06 3.72
H 1.20 -2.59 4.54
H 0.17 -3.26 1.75
H 1.73 -2.46 1.97
H 0.56 -0.69 3.15
H -2.15 0.58 1.38
H -1.76 -0.91 4.76
H -0.70 -1.27 6.95
H 0.95 0.35 7.83
H 1.52 2.36 6.50
H 0.41 2.75 4.31
C 0.49 1.30 -7.65
C -0.11 0.94 -6.29
C 0.16 1.98 -5.20
S -0.38 1.21 -3.62
O 0.09 2.07 -2.50
C -2.20 1.56 -3.79
C -2.69 2.55 -2.75
C -2.30 3.99 -3.10
H 0.23 0.52 -8.37
H 1.58 1.36 -7.59
H 0.11 2.25 -8.02
H 0.31 -0.01 -5.95
H -1.19 0.80 -6.40
H -0.36 2.93 -5.36
H 1.23 2.16 -5.07
H -2.67 0.58 -3.65
H -2.40 1.91 -4.81
H -2.26 2.29 -1.78
H -3.77 2.48 -2.66
H -1.21 4.09 -3.09
H -2.71 4.69 -2.37
H -2.67 4.26 -4.09

Values from the calculation:
Maximum force   0.024 Eh/bohr
Charge   -1
HOMO energy   -3.0 eV
Kohn-Sham gap   5.1 eV
E_LUMO   2.1 eV
DFT total energy   -99330.665 eV


Record 3
ORCA calculation (wB97M-V/def2-TZVPD) on a cluster of 9 separate species, C26H55BBr16ClN2O6P2S in total at a distorted geometry.

Cartesian coordinates (Å):
C 4.78 2.01 0.21
C 3.52 1.87 -0.61
C 3.81 2.60 -1.93
C 3.20 0.43 -0.95
C 3.16 -0.50 0.25
C 1.87 0.30 -1.69
O 1.03 1.35 -1.30
C -0.27 1.34 -1.73
C -0.62 1.51 -3.20
C 0.31 2.27 -4.05
O 1.42 2.51 -3.85
O -0.28 2.72 -5.21
O -0.89 0.16 -1.39
B -2.33 0.43 -1.17
N -3.17 0.02 -2.37
Cl -2.95 -0.64 0.31
O -2.34 1.88 -0.94
C -1.05 2.30 -0.82
P -0.74 1.97 1.00
S -1.88 3.09 2.16
P -0.82 4.12 -1.10
N 0.41 4.52 0.03
O -0.04 4.27 -2.58
H 4.97 3.06 0.34
H 4.71 1.54 1.16
H 5.58 1.62 -0.38
H 2.69 2.36 -0.14
H 4.79 3.02 -1.95
H 3.06 3.32 -2.16
H 3.75 1.90 -2.73
H 3.96 0.08 -1.61
H 3.65 -1.41 -0.01
H 3.66 -0.12 1.12
H 2.17 -0.73 0.55
H 1.48 -0.66 -1.44
H 2.02 0.26 -2.76
H -0.74 0.54 -3.62
H -1.56 1.98 -3.29
H -0.33 3.68 -5.10
H -3.97 0.61 -2.50
H -3.42 -0.94 -2.35
H 0.61 2.20 1.29
H -1.04 0.64 1.27
H 0.66 5.48 -0.17
H 1.25 3.99 -0.20
H 0.87 3.95 -2.48
Br -4.70 -3.08 2.56
C -6.62 -3.08 2.28
C -6.97 -2.84 0.84
Br -6.77 -0.97 0.36
H -7.04 -2.33 2.94
H -6.95 -4.06 2.60
H -8.02 -3.07 0.66
H -6.35 -3.41 0.15
Br -4.44 -3.94 -1.74
C -5.68 -5.37 -2.17
C -5.02 -6.49 -2.93
Br -4.73 -6.01 -4.79
H -6.51 -4.93 -2.71
H -6.03 -5.74 -1.20
H -5.65 -7.37 -2.95
H -4.05 -6.76 -2.52
Br 1.85 -2.06 -4.76
C 3.52 -2.29 -5.71
C 4.57 -2.85 -4.82
Br 5.24 -1.49 -3.60
H 3.78 -1.33 -6.12
H 3.30 -2.98 -6.53
H 5.44 -3.18 -5.39
H 4.21 -3.67 -4.20
Br -5.86 -8.60 -0.21
C -7.12 -10.01 -0.65
C -6.45 -11.12 -1.42
Br -6.15 -10.61 -3.27
H -7.93 -9.55 -1.19
H -7.48 -10.38 0.31
H -7.10 -11.99 -1.46
H -5.49 -11.40 -1.01
Br 9.70 -1.80 0.62
C 9.79 0.06 0.08
C 8.44 0.72 0.09
Br 7.38 0.18 -1.46
H 10.26 0.09 -0.89
H 10.44 0.54 0.81
H 8.53 1.80 0.01
H 7.85 0.47 0.96
Br -9.90 -2.30 3.91
C -9.65 -0.41 3.48
C -8.68 0.25 4.41
Br -9.48 0.61 6.15
H -10.64 0.05 3.50
H -9.27 -0.40 2.46
H -8.38 1.22 4.02
H -7.79 -0.35 4.59
Br 5.01 3.72 3.64
C 5.10 5.58 3.08
C 3.74 6.23 3.12
Br 2.64 5.69 1.61
H 5.54 5.59 2.09
H 5.78 6.06 3.78
H 3.84 7.31 3.03
H 3.19 5.99 4.01
Br 7.05 6.23 7.81
C 5.15 6.08 8.16
C 4.36 6.00 6.88
Br 4.21 7.74 6.02
H 4.87 6.93 8.77
H 5.03 5.16 8.74
H 3.33 5.69 7.08
H 4.80 5.32 6.16

Values from the calculation:
Maximum force   0.098 Eh/bohr
Charge   -1
HOMO energy   -4.8 eV
Kohn-Sham gap   6.3 eV
E_LUMO   1.5 eV
DFT total energy   -1206417.781 eV